(1)
DFT (the ωB97M-V functional and the def2-TZVPD basis) results for 2 unconnected molecules or ions with the total composition C5H10NO2S at a distorted geometry.

Each line ends with the Löwdin charge.
Atoms and positions in Å:
C1 -3.2607 -1.6263 0.1864  0.02
C2 1.0625 1.5925 -1.1536  -0.20
C3 -2.0302 -1.4064 0.7498  -0.58
C4 -1.1629 -2.4647 1.3024  -0.11
C5 3.3853 1.8403 -0.4755  -0.02
N1 2.2863 1.8591 -1.3553  0.23
O1 -0.3016 0.6580 1.0734  -0.60
O2 0.1085 1.6194 -1.9810  0.20
S1 -1.7420 0.3807 0.9380  1.01
H1 -3.8544 -0.7647 -0.0391  0.04
H2 -3.7073 -2.5975 0.1497  0.08
H3 0.0651 2.2465 -2.6911  0.15
H4 0.6950 1.2504 -0.1380  0.12
H5 -1.1747 -3.4061 0.6851  0.10
H6 0.0014 -2.1626 1.1046  0.13
H7 -1.5433 -2.6765 2.3154  0.10
H8 3.2271 1.8085 0.5802  0.12
H9 3.8293 2.7824 -0.6115  0.10
H10 4.1168 1.0671 -0.6399  0.11

- LUMO (spin up / spin down): -3.4 / -8.1 eV
- Total charge: +1
- Energy: -799.4955 Ha
- F_max: 3.34 eV/A
- Multiplicity: 3
- HOMO-LUMO gap (spin up / spin down): 8.46 / 5.15 eV
- ΔE to the lowest compared entry with this formula, charge and spin: 0.000 eV

=====

(2)
DFT (the ωB97M-V functional and the def2-TZVPD basis) results for 2 unconnected molecules or ions with the total composition C5H10NO2S2 at a distorted geometry.

Each line ends with the Löwdin charge.
Atoms and positions in Å:
C1 -0.0870 2.0663 1.5040  -0.77
C2 1.8867 -0.6710 1.3233  -0.09
C3 -1.4290 0.6897 -1.3198  -0.13
C4 0.7352 -0.2781 0.3310  -0.36
C5 -1.6156 0.0774 0.0609  -0.37
N1 -0.4992 0.0503 1.0171  -0.12
O1 0.6755 3.0553 -0.6527  -0.53
O2 2.6466 2.6214 0.7438  -0.52
S1 -1.3964 2.6869 2.0784  0.63
S2 1.2781 3.1381 0.6918  0.57
H1 1.4714 -1.2151 2.1152  0.04
H2 2.6147 -1.2670 0.7796  0.06
H3 2.3756 0.1946 1.6319  0.02
H4 -1.2730 1.7517 -1.2700  0.04
H5 -0.4834 0.3102 -1.7827  0.07
H6 -2.2475 0.5187 -1.9716  0.04
H7 1.2889 0.6449 -0.3324  0.14
H8 0.4052 -1.1116 -0.2716  0.08
H9 -2.5129 0.6969 0.5734  0.09
H10 -2.0291 -0.9602 0.0171  0.10

- LUMO (spin up / spin down): 3.3 / 3.3 eV
- Total charge: -1
- Energy: -1198.0230 Ha
- F_max: 3.84 eV/A
- Multiplicity: 1
- HOMO-LUMO gap (spin up / spin down): 6.78 / 6.78 eV

=====

(3)
DFT (the ωB97M-V functional and the def2-TZVPD basis) results for 2 unconnected molecules or ions with the total composition C5H10NO3 at a distorted geometry.

Each line ends with the Löwdin charge.
Atoms and positions in Å:
C1 -0.2747 1.6938 -2.9457  -0.05
C2 -1.1945 1.2635 -1.7805  -0.78
O1 -0.6898 1.4615 -0.6381  -0.13
O2 -2.2338 0.6605 -2.0864  -0.06
H1 -0.6114 1.2610 -3.8852  0.05
H2 0.7293 1.2745 -2.7616  0.06
H3 -0.0190 2.7489 -2.8490  0.05
C3 1.0676 -0.7293 1.9776  -0.16
C4 -0.3407 -0.5199 2.5841  -0.11
C5 0.9907 -1.6200 0.6989  -0.57
O3 1.6225 -2.6395 0.4778  0.00
N1 0.2263 -0.9525 -0.1785  0.16
H4 1.4171 0.2323 1.5945  0.11
H5 1.6750 -1.1297 2.7885  0.09
H6 -0.2729 -0.1487 3.6055  0.06
H7 -0.8645 -1.4777 2.6098  0.07
H8 -0.0359 -1.3959 -1.0437  0.11
H9 -0.2591 -0.0368 -0.0381  0.05
H10 -0.9321 0.0541 1.8700  0.06

- LUMO: 3.8 eV
- Total charge: -1
- Energy: -477.0841 Ha
- F_max: 1.97 eV/A
- Multiplicity: 1
- HOMO-LUMO gap: 8.67 eV
- ΔE to the lowest compared entry with this formula, charge and spin: 0.485 eV

=====

(4)
DFT (the ωB97M-V functional and the def2-TZVPD basis) results for a molecular structure, C5H10NO6S at a distorted geometry.

Each line ends with the Löwdin charge.
Atoms and positions in Å:
C1 2.3180 -0.2523 -0.7868  -0.69
C2 0.0218 -0.2473 -1.9957  -0.02
C3 -0.8471 -1.3743 -0.1846  0.00
C4 -1.2055 0.9955 -0.2372  -0.01
C5 0.9982 0.2268 0.1528  0.08
N1 -0.2494 -0.0936 -0.5791  -0.32
O1 2.4275 -1.4639 -1.0121  -0.01
O2 -1.4970 0.0807 2.5066  -0.39
O3 2.8396 0.7985 -1.1185  0.02
O4 0.3246 0.4319 4.0612  -0.32
O5 0.1519 1.8636 2.1446  -0.38
O6 0.8485 -0.4797 1.8999  -0.25
S1 -0.0975 0.5198 2.7059  0.34
H1 -0.0215 -1.2469 -2.4035  0.10
H2 -0.9955 0.1273 -2.5455  0.16
H3 0.8592 0.2544 -2.3160  0.07
H4 -1.0905 -1.3808 0.8510  0.08
H5 -1.5527 -1.7339 -0.8742  0.09
H6 0.0787 -1.9796 -0.2232  0.12
H7 -2.1509 0.9360 -0.6927  0.09
H8 -1.5306 0.9295 0.7968  0.06
H9 -0.6832 1.8482 -0.5999  0.11
H10 1.0535 1.2401 0.4504  0.09

- LUMO: 2.9 eV
- Total charge: -1
- Energy: -1100.8564 Ha
- F_max: 5.99 eV/A
- Multiplicity: 1
- HOMO-LUMO gap: 8.47 eV
- ΔE to the lowest compared entry with this formula, charge and spin: 3.610 eV